[1]
38
Properties=species:S:1:pos:R:3:forces:R:3:lowdin_spin:R:1 method="wB97M-V/def2-TZVPD" e_lumo_ev="-3.752 / -6.802" relative_energy_kj_mol=0.00 spin_multiplicity=5 charge=+1
Ru 1.043703 -0.546652 0.501207 -0.479 0.892 -0.124 2.862
Cl -1.164734 -1.926194 1.808645 -0.078 -0.081 0.054 0.096
C -1.348940 -2.035447 0.083689 0.187 0.139 0.070 0.044
C -0.402926 -1.315587 -0.614828 -0.030 -0.167 -0.176 0.035
C -0.356047 -1.375645 -1.994968 0.097 0.128 0.116 0.048
Cl 0.935208 -0.527158 -2.756508 -0.044 -0.038 -0.040 0.053
C -1.301095 -2.115926 -2.688624 -0.048 -0.025 0.042 -0.008
Cl -1.256096 -2.178310 -4.392146 0.001 -0.001 -0.028 -0.003
C -2.282271 -2.814802 -1.965281 0.011 0.020 0.021 0.052
Cl -3.452616 -3.724912 -2.800460 -0.024 -0.021 -0.017 0.025
C -2.310787 -2.784770 -0.560335 -0.033 -0.011 -0.071 -0.007
Cl -3.480955 -3.645903 0.332967 -0.008 -0.010 0.023 -0.002
C -2.895280 3.570604 0.930795 0.285 -0.059 -0.130 0.012
Si -1.179398 3.967741 0.294492 -0.441 0.326 0.073 0.043
C -0.313077 5.200031 1.389780 0.104 -0.234 -0.144 0.008
C -1.170371 4.392361 -1.520879 0.090 -0.076 0.093 0.015
C -0.264075 2.331668 0.402785 0.142 -0.021 -0.004 0.440
C 0.289498 1.219332 0.464818 0.250 -0.551 0.144 0.087
H -3.514957 4.468185 0.908960 -0.016 0.007 0.004 0.002
H -2.850412 3.206489 1.957828 -0.045 0.017 0.010 0.000
H -3.367992 2.807769 0.310527 -0.053 0.018 0.026 0.000
H -0.826518 6.161363 1.345367 -0.022 0.007 -0.007 0.001
H 0.721926 5.349596 1.079336 -0.006 0.043 0.025 0.000
H -0.316344 4.855994 2.424733 0.004 0.038 0.016 0.000
H -1.685008 5.340351 -1.686088 -0.013 0.007 0.015 0.002
H -1.684119 3.620982 -2.096490 -0.011 0.018 -0.013 0.000
H -0.154629 4.487114 -1.907221 -0.007 0.023 0.000 0.000
O 1.540816 -4.202358 -0.845435 0.009 0.038 0.046 0.016
C 2.234722 -3.648453 -0.046475 0.038 -0.178 -0.101 0.004
C 3.382725 -4.226756 0.780329 -0.033 0.050 0.009 0.001
C 3.831630 -3.090893 1.714926 0.034 0.028 -0.011 0.003
C 2.935706 -1.967816 1.299160 0.182 -0.420 -0.024 0.030
O 2.810684 -0.796870 1.763704 -0.254 0.144 -0.081 0.097
N 2.108969 -2.289811 0.305266 0.196 -0.071 0.171 0.042
H 4.166869 -4.559305 0.101998 -0.001 -0.003 -0.002 0.000
H 3.017294 -5.102364 1.313663 0.015 -0.009 0.000 0.000
H 4.873534 -2.795491 1.587605 0.000 0.002 0.007 0.001
H 3.685362 -3.308158 2.773162 0.000 0.029 0.007 0.001



[2]
13
Properties=species:S:1:pos:R:3:forces:R:3:lowdin_charge:R:1 method="wB97M-V/def2-TZVPD" e_lumo_ev=1.045 relative_energy_kj_mol=449.45 charge=0
C -1.658134 -0.180300 0.657423 0.323 -0.011 -0.023 0.015
C -0.326175 -0.065970 -0.046619 -0.082 0.050 0.530 -0.337
O -0.302272 -0.158595 -1.492709 -0.051 0.154 -0.227 -0.010
C 1.082950 0.082686 -1.184210 0.403 0.124 -0.406 -0.130
C 0.796782 0.989591 0.041318 -0.033 0.931 -0.248 -0.120
O 1.667563 0.246607 0.935839 -0.157 -0.027 0.010 -0.013
C 1.117381 -0.763209 0.083244 -2.130 -0.572 0.509 -0.120
H -2.166548 -1.121885 0.415538 0.243 0.157 0.014 0.086
H -2.327942 0.644020 0.369630 0.319 -0.184 -0.001 0.089
H -1.504781 -0.130579 1.739684 -0.012 -0.024 -0.119 0.088
H 1.794915 0.193052 -1.999295 -0.005 -0.052 0.104 0.152
H 0.755451 2.067648 0.146947 0.050 0.167 -0.050 0.151
H 1.070811 -1.803064 0.333212 1.132 -0.713 -0.094 0.149



[3]
66
Properties=species:S:1:pos:R:3:forces:R:3:lowdin_charge:R:1 method="wB97M-V/def2-TZVPD" e_lumo_ev=-5.587 charge=+1
F -3.325585 2.951104 2.856191 -0.138 -1.277 0.110 0.052
C -3.481483 1.599354 3.042904 0.189 0.647 -0.094 -0.226
C -4.771805 1.099336 3.226135 0.470 -0.405 0.021 0.032
C -4.918057 -0.277647 3.467175 0.043 0.169 -0.077 -0.048
C -3.805065 -1.101115 3.536192 0.419 0.001 -0.033 -0.015
C -2.489169 -0.588990 3.323348 -1.067 0.423 -0.468 -0.202
C -1.375532 -1.467307 3.427908 0.676 -0.336 -0.218 0.025
C -0.046501 -1.147918 3.131049 -0.472 -0.452 -0.410 -0.089
C 0.420378 -0.425100 2.036767 -0.685 1.157 0.669 -0.004
C 1.576350 0.432274 2.130321 0.997 0.448 0.058 -0.201
C 2.389714 0.399783 3.291199 0.302 -0.086 -0.269 0.044
C 3.588718 1.093564 3.300609 0.401 0.054 0.681 -0.233
F 4.392988 1.004284 4.413550 -0.804 0.007 -1.003 0.048
C 4.030761 1.876942 2.237666 -0.648 -0.234 -0.047 0.029
C 3.165699 2.016020 1.143121 0.076 0.190 0.073 -0.045
C 1.942490 1.360317 1.112909 -0.224 -0.768 -0.076 -0.026
C -2.344568 0.803165 3.067072 -0.334 -0.281 0.092 0.073
H -5.628262 1.765902 3.200596 0.178 -0.062 0.001 0.130
H -5.917614 -0.698718 3.602937 0.384 0.185 -0.004 0.120
H -3.912978 -2.167472 3.751609 -0.041 0.366 -0.079 0.121
H -1.562467 -2.457856 3.845969 -0.008 0.358 0.432 0.128
H 0.697232 -1.570993 3.811414 -0.191 0.009 -0.161 0.113
H -0.180829 -0.387077 1.120160 -0.018 0.175 0.541 0.129
H 2.114712 -0.202164 4.157323 0.233 0.231 -0.239 0.127
H 4.983710 2.391317 2.289017 -0.093 -0.120 0.002 0.129
H 3.464731 2.641685 0.295699 -0.186 -0.154 0.427 0.121
H 1.249181 1.525941 0.281129 0.448 -0.084 0.281 0.112
H -1.356286 1.236177 2.945382 -0.231 0.087 0.079 0.125
C 1.243236 -0.940057 -1.205803 -0.155 -0.795 0.279 -0.009
O 0.628345 -2.166838 -0.749577 -0.811 1.479 -1.446 -0.126
C 1.217206 -3.081373 0.024423 0.054 -2.181 0.601 -0.185
C 2.541663 -2.853006 0.592584 0.627 -0.036 0.439 -0.218
C 2.616439 -2.728963 1.984304 0.411 0.101 -0.461 -0.082
C 3.829030 -2.424936 2.583858 0.126 -0.145 -0.012 -0.071
C 4.981114 -2.322496 1.801644 0.009 -0.017 0.105 -0.063
C 4.926743 -2.541527 0.421723 0.060 0.108 -0.151 -0.062
C 3.707331 -2.788062 -0.202008 -0.517 0.057 0.533 -0.031
C 0.599661 -4.352721 0.061723 0.604 1.464 -0.491 -0.105
N 0.978608 -5.475138 0.756666 0.036 -0.393 0.271 0.001
C 2.216633 -5.707411 1.467298 0.111 -0.119 0.165 0.010
C 0.019974 -6.475021 0.579096 0.417 -0.228 0.494 -0.149
C -0.919623 -5.978946 -0.302004 -0.704 0.106 -0.402 -0.154
C -2.037112 -6.714918 -0.681570 0.079 -0.313 0.199 -0.002
C -2.186742 -7.989956 -0.112822 0.243 0.281 0.065 -0.075
C -1.238362 -8.487209 0.801388 0.110 0.188 -0.114 -0.076
C -0.103135 -7.737939 1.153203 -0.292 -0.011 -0.182 -0.003
N -0.536045 -4.686949 -0.636441 -0.161 -0.184 0.305 -0.005
C -1.170308 -3.908180 -1.665956 -0.438 0.097 -0.342 0.001
H 1.030577 -0.889031 -2.276843 0.158 0.107 0.142 0.106
H 0.744590 -0.116736 -0.688416 0.164 -0.188 -0.294 0.053
H 2.322039 -0.912212 -1.008061 -0.352 0.058 -0.083 0.091
H 1.688414 -2.860456 2.541961 0.485 0.095 -0.068 0.100
H 3.863639 -2.258749 3.659200 0.170 -0.084 -0.180 0.114
H 5.928460 -2.074415 2.281067 -0.215 -0.113 -0.178 0.112
H 5.837512 -2.510748 -0.180723 -0.251 0.048 0.263 0.113
H 3.613795 -2.943469 -1.282416 0.208 0.058 0.415 0.131
H 2.269479 -6.777850 1.674794 0.118 0.193 -0.068 0.088
H 3.080647 -5.412264 0.860397 -0.217 -0.081 0.221 0.108
H 2.228166 -5.168453 2.418591 0.142 -0.138 -0.136 0.092
H -2.758944 -6.293120 -1.379213 0.079 -0.306 0.207 0.106
H -3.053961 -8.600436 -0.371582 0.298 0.224 0.082 0.108
H -1.396867 -9.472993 1.245280 0.125 0.352 -0.178 0.109
H 0.651538 -8.106283 1.848726 -0.365 -0.031 -0.171 0.108
H -1.976859 -4.523249 -2.073126 0.144 0.255 -0.007 0.085
H -1.585512 -2.985871 -1.249990 0.044 -0.180 -0.265 0.101
H -0.462305 -3.678415 -2.469384 -0.223 0.026 0.156 0.108



[4]
29
Properties=species:S:1:pos:R:3:forces:R:3:lowdin_charge:R:1 method="wB97M-V/def2-TZVPD" e_lumo_ev=0.767 smiles=CCCCNc1nc2ccccc2[nH]1 relative_energy_kj_mol=797.99 charge=0
C -4.627110 -1.010233 0.762373 -0.549 0.421 -0.919 -0.109
C -3.110220 -0.453298 0.674577 -4.780 0.127 -3.924 -0.191
C -2.909430 0.672735 -0.464812 -6.884 -1.523 3.445 -0.254
C -1.576532 1.059085 -0.542094 1.621 0.851 -3.857 -0.196
N -0.718883 -0.117682 -1.161933 6.650 18.161 1.075 0.179
C 0.505389 -0.116245 -0.601142 2.233 0.209 0.368 -0.305
N 1.181037 -1.247014 -0.585103 0.614 2.696 -0.976 0.182
C 2.519244 -0.744736 -0.484274 -1.913 -9.401 -0.864 -0.325
C 3.645715 -1.499477 -0.368210 6.136 2.295 2.238 -0.007
C 4.889119 -0.941366 0.151770 -6.584 4.849 -1.128 0.027
C 4.805798 0.653646 0.521500 1.006 -6.271 -1.442 -0.029
C 3.615702 1.325879 0.321454 3.452 -4.362 0.398 -0.023
C 2.591616 0.422725 -0.124191 -1.230 16.185 3.028 -0.250
N 1.298933 1.140288 -0.166100 -0.061 -12.447 -1.409 0.209
H -4.790729 -1.913523 1.482179 0.277 2.372 -0.364 0.086
H -5.371628 -0.053678 0.779321 1.574 -2.528 0.726 0.110
H -4.967968 -1.549181 -0.152397 0.619 0.634 -0.022 0.045
H -3.065679 0.202439 1.398824 1.230 2.047 5.002 0.032
H -2.464614 -1.237741 0.550138 1.951 -1.660 0.290 0.073
H -3.738825 1.545580 -0.209956 2.436 -1.791 -0.392 0.180
H -3.402078 0.188963 -1.225185 -0.396 -0.605 -3.012 0.076
H -1.359201 1.418191 0.391079 1.816 -0.044 2.804 0.088
H -1.705596 2.051227 -1.037331 1.512 -0.782 -1.107 0.136
H -1.188182 -0.786079 -1.107186 -8.728 -13.869 0.901 -0.042
H 3.794050 -2.462684 -0.601045 -0.544 -3.620 -0.958 0.061
H 5.729223 -1.516385 0.319558 1.678 -0.915 0.210 0.041
H 5.822759 0.744013 0.889049 -0.416 1.925 0.350 0.073
H 3.658868 2.244949 0.814578 -1.330 1.730 -0.004 0.086
H 0.939221 1.979609 -0.225431 -1.392 5.316 -0.458 0.046



Number 1: E -3469.62764 Eh. Number 2: E -344.43072 Eh. Number 3: E -1620.91723 Eh. Number 4: E -592.11715 Eh.